No. 1
Density functional theory data (ωB97M-V/def2-TZVPD) for an isolated ion of composition C7H16N3 and charge +1.

The geometry in ORCA input format:
```
! wB97M-V def2-TZVPD RIJCOSX def2/J DEFGRID3
* xyz 1 1
C 0.67873 1.54568 -0.48074
C 1.03874 2.77457 -0.42426
C 0.81365 -1.34150 0.21709
C -0.44183 -0.70531 -0.36246
C -0.43103 -0.77404 -1.85379
C -1.65210 -1.41306 0.16317
C -0.65089 1.04132 1.43797
N 1.93312 -0.64228 -0.35720
N 2.94245 -0.47126 0.48654
N -0.41140 0.84979 -0.00819
H 0.38908 3.62636 -0.43170
H 2.03568 2.99004 -0.80584
H 0.67934 -1.25913 1.29118
H 0.89892 -2.36776 -0.07514
H -0.53299 -1.89389 -2.06437
H 0.70966 -0.49276 -2.16723
H -1.17517 -0.21928 -2.56263
H -2.54559 -1.18131 -0.46975
H -1.86801 -1.13796 1.28527
H -1.58641 -2.45731 0.12608
H -1.07210 0.09173 1.93519
H 0.14424 1.44424 1.94767
H -1.46874 1.75382 1.53300
H 2.78567 -0.37382 1.57128
H 3.82311 -0.27831 0.13287
H -1.33341 1.11683 -0.40969
*
```

Summary:
frontier orbital gap (alpha / beta)	7.471 / 9.247	eV
energy above the lowest of the compared OMol25 structures with the same formula, charge and spin	7.347	eV
electronic energy	-11976.0511	eV
HOMO (alpha / beta)	-11.63 / -12.49	eV

***

No. 2
Density functional theory data (ωB97M-V/def2-TZVPD) for an isolated ion of composition C7H16N5OS and charge +1.

The geometry in ORCA input format:
```
! wB97M-V def2-TZVPD RIJCOSX def2/J DEFGRID3
* xyz 1 1
C 0.82400 0.34883 -1.17824
C -0.40157 -0.48814 -1.01816
C 1.93349 -0.98146 0.62039
C -2.43208 -1.06325 0.51051
C -2.34137 0.94282 -1.13484
C -1.15176 0.91244 1.08131
C -1.57837 0.04930 -0.12226
N 1.05066 -2.05907 0.38525
N 1.79396 0.19772 -0.28432
N 0.06592 -1.96243 -0.43289
N 3.03968 0.80339 -0.53127
N 3.35842 -1.44751 0.30792
O 0.96590 0.99390 -2.18272
S -0.64354 -3.21248 -1.10132
H -0.93434 -0.71793 -1.98705
H 1.74425 -0.55481 1.63761
H -3.38028 -0.69831 0.94550
H -1.85183 -1.53346 1.23817
H -2.56640 -1.93877 -0.10592
H -3.30028 1.29557 -0.70655
H -1.87599 1.84317 -1.56309
H -2.60902 0.40883 -1.94244
H -0.97040 0.29178 1.85416
H -2.12046 1.30712 1.36607
H -0.50119 1.76864 0.77695
H 3.28812 1.68944 0.00172
H 2.91374 0.99128 -1.62646
H 3.34558 -2.33399 -0.25225
H 3.98354 -1.93393 0.98211
H 3.78932 -0.50487 -0.13143
*
```

Summary:
frontier orbital gap (alpha / beta)	8.044 / 8.046	eV
SMILES string	CC(C)(C)[C@H]1C(=O)N(N)[C@H]([NH3+])N=[N+]1[S-]
energy above the lowest of the compared OMol25 structures with the same formula, charge and spin	2.302	eV
electronic energy	-27840.4895	eV
HOMO (alpha / beta)	-12.42 / -12.43	eV

***

No. 3
Density functional theory data (ωB97M-V/def2-TZVPD) for an isolated ion of composition C7H16NO and charge +1.

The geometry in ORCA input format:
```
! wB97M-V def2-TZVPD RIJCOSX def2/J DEFGRID3
* xyz 1 1
C 2.58427 0.67392 0.15427
C 1.49977 0.36710 -0.55056
C 0.40853 -1.90343 -0.70789
C -1.24067 0.81816 -1.27276
C -1.97573 -0.52290 0.77374
C 0.48716 -0.57188 0.02144
C -0.85450 0.32729 0.11975
N -0.53089 1.50435 0.88345
O 0.83109 -0.79906 1.43979
H 3.42646 1.22074 -0.30821
H 2.83377 0.49861 1.14517
H 1.35238 0.81947 -1.45695
H -0.20984 -2.51664 -0.20680
H 1.46971 -2.34035 -0.66758
H 0.13690 -1.96632 -1.83938
H -0.44333 1.45632 -1.44811
H -1.16643 0.00359 -2.01258
H -2.12573 1.33574 -1.39653
H -1.42434 -0.86733 1.71063
H -2.03937 -1.38659 -0.02963
H -2.87806 0.06567 0.90605
H -0.40325 1.33423 1.95452
H -1.34392 2.20382 0.80486
H 0.38412 1.94841 0.58921
H 1.22188 -1.70290 1.39411
*
```

Summary:
frontier orbital gap	10.686	eV
SMILES string	C=C[C@@](C)(O)C(C)(C)[NH3+]
energy above the lowest of the compared OMol25 structures with the same formula, charge and spin	2.067	eV
electronic energy	-11047.7802	eV
HOMO	-13.93	eV